Below is 2 unconnected molecules or ions with the total composition C22H27BN3 in a non-equilibrium geometry, with properties calculated with ωB97M-V/def2-TZVPD.

As for the charge: +1. Its frontier orbital gap is 6.426 eV. The multiplicity is 1.

```
53
Properties=species:S:1:pos:R:3:forces:R:3
C -2.01857 2.17201 2.17172 -0.21 -0.28 0.49
C -1.45533 2.65315 0.90551 -0.75 1.16 -0.12
N -2.03276 3.68805 0.26755 0.28 -1.15 0.80
C -1.30385 4.04258 -0.86192 0.92 0.21 -0.43
C -0.17262 3.19901 -0.94231 -0.52 0.33 -0.34
C 0.77849 3.50411 -1.92180 -0.15 0.02 -0.23
C 0.50920 4.52283 -2.85268 -0.07 0.02 0.43
C -0.62340 5.34440 -2.73194 -0.08 -0.39 0.20
C -1.53308 5.12201 -1.69488 0.02 -0.02 -0.14
C -0.30170 2.23577 0.18358 0.70 -0.29 -0.28
C 0.49540 1.16361 0.56535 -0.39 1.12 0.01
C 1.50527 0.60024 -0.28318 0.79 -0.70 -0.57
C 1.26832 0.39180 -1.66754 0.09 0.17 0.29
C 2.28420 -0.05921 -2.49723 -0.40 -0.06 0.32
C 3.56365 -0.29881 -1.97956 -0.10 0.42 0.01
C 4.67575 -0.66601 -2.90670 0.29 -0.12 -0.02
C 3.79903 -0.13747 -0.60862 -0.09 -0.17 -0.02
C 2.76849 0.22342 0.24639 -0.55 0.37 -0.04
H -1.51874 1.26161 2.50687 -0.21 0.06 0.04
H -1.90638 2.95609 2.93795 0.00 -0.25 -0.19
H -3.09387 1.97025 2.05860 0.30 -0.04 0.08
H -2.86962 4.16097 0.59838 0.26 -0.19 -0.12
H 1.72318 2.96707 -1.95739 -0.27 0.00 -0.19
H 1.19936 4.70365 -3.67755 -0.08 -0.04 0.37
H -0.79093 6.15650 -3.43888 0.07 -0.24 0.20
H -2.40140 5.75080 -1.50817 0.20 0.01 -0.26
H 0.41453 0.79756 1.59115 -0.13 -0.09 -0.25
H 0.26257 0.56464 -2.05763 0.35 0.06 0.04
H 2.08623 -0.23213 -3.55768 0.07 0.07 0.32
H 5.59796 -0.79700 -2.33283 -0.07 -0.05 -0.29
H 4.44780 -1.59589 -3.44317 0.10 0.19 0.10
H 4.83405 0.12314 -3.65542 -0.04 -0.22 0.19
H 4.80794 -0.31179 -0.22644 -0.40 -0.03 -0.02
H 2.92349 0.28475 1.32564 0.07 0.06 -0.31
H -0.93069 -0.93261 2.07036 -0.52 -1.07 0.44
B -1.41707 -1.90259 2.76625 0.19 1.28 0.76
H -0.65133 -2.01315 3.72969 -0.39 -0.11 -0.21
H -2.54206 -1.56059 3.10989 0.18 -0.20 0.11
C -1.48959 -3.25106 1.94595 0.33 -0.36 -1.44
N -2.11077 -4.45777 2.08306 0.44 0.76 -0.17
C -2.88155 -4.90898 3.22468 -0.27 0.00 0.54
C -1.90192 -5.24546 0.96673 0.39 0.46 -0.27
C -1.12831 -4.51975 0.11885 -0.37 -0.77 0.06
N -0.88035 -3.31620 0.72386 -0.45 -0.45 0.53
C -0.07690 -2.26677 0.14962 0.45 0.62 -0.30
H -3.25704 -5.91584 2.99551 0.09 0.39 0.15
H -2.25151 -4.95590 4.12644 -0.24 0.06 -0.36
H -3.72966 -4.23324 3.40924 0.33 -0.22 -0.06
H -2.31453 -6.23681 0.87035 0.05 0.12 0.05
H -0.75687 -4.78797 -0.85511 0.06 0.11 0.04
H 0.29985 -2.57191 -0.83754 -0.16 -0.08 0.39
H -0.67485 -1.35095 0.03505 0.22 -0.40 0.00
H 0.77249 -2.03418 0.81194 -0.33 -0.11 -0.32
```
Positions in Å, forces in eV/Å.

=====

Below is 2 unconnected molecules or ions with the total composition C4H13NO2 in a non-equilibrium geometry, with properties calculated with ωB97M-V/def2-TZVPD.

As for the charge: +1. Its frontier orbital gap (spin up / spin down) is 11.672 / 7.073 eV. Its expectation value of S² is 0.754. The multiplicity is 2.

```
20
Properties=species:S:1:pos:R:3:forces:R:3
C -1.42890 2.75002 -0.18872 0.70 -0.18 -0.30
C -1.91499 1.39818 0.35725 -0.44 0.11 0.56
N -1.32520 0.30238 -0.35556 0.92 -1.65 0.96
C -0.01706 -0.25128 0.05929 -0.61 1.33 -0.46
C 0.75950 -0.78242 -1.16194 -0.17 -0.68 0.85
O 2.07312 -1.04728 -0.76914 0.16 0.71 -0.63
H -1.33920 2.64826 -1.27004 -0.03 0.25 -0.02
H -0.44638 2.98680 0.21672 0.01 0.02 -0.08
H -2.08822 3.58583 0.01916 -0.27 -0.24 0.22
H -3.00322 1.33382 0.37530 0.09 -0.18 -0.40
H -1.56564 1.19288 1.37831 -0.06 0.54 0.10
H -1.88383 -0.44583 -0.76778 -0.43 0.56 -0.41
H -0.25657 -1.01911 0.80530 0.07 -0.22 -0.10
H 0.55667 0.53360 0.55168 -0.03 0.02 0.00
H 0.25445 -1.69307 -1.50819 0.04 0.23 -0.39
H 0.76355 0.00729 -1.90903 0.17 -0.20 -0.22
H 2.12889 -1.81750 -0.21033 -0.24 -0.20 0.39
H 3.29471 -3.42572 2.13146 -0.48 0.26 -0.39
H 2.87298 -3.18300 0.66124 0.12 -0.39 0.99
O 2.56535 -3.07385 1.58502 0.48 -0.11 -0.68
```
Positions in Å, forces in eV/Å.

=====

Below is a molecular structure, C29H19F5IN2PPdS in a non-equilibrium geometry, with properties calculated with ωB97M-V/def2-TZVPD.

As for the charge: 0. Its frontier orbital gap (spin up / spin down) is 6.624 / 6.622 eV. The multiplicity is 1.

```
59
Properties=species:S:1:pos:R:3:forces:R:3
Pd -0.92080 -0.13211 0.91116 -0.64 -0.12 0.35
F -4.06213 -0.29345 6.86728 -0.01 0.00 -0.02
C -3.22337 0.08330 5.90086 -0.22 -0.10 0.17
C -3.53741 -0.13511 4.57623 -0.04 -0.02 -0.06
F -4.69272 -0.72081 4.25289 0.05 0.01 -0.04
C -2.64270 0.25671 3.60155 -0.34 -0.24 -0.25
F -3.00849 0.00116 2.32081 0.25 0.10 -0.17
C -1.42972 0.86447 3.86031 0.44 0.13 -0.54
S -0.29633 1.43281 2.60442 -0.19 -0.37 -0.23
C -1.15831 1.06413 5.20307 0.32 0.17 0.44
F -0.01145 1.64661 5.57500 -0.04 -0.02 -0.05
C -2.02686 0.68832 6.21284 0.24 0.12 0.08
F -1.70678 0.90275 7.49163 0.00 0.00 -0.06
N 0.33222 -0.82336 -0.35160 0.23 1.23 -0.43
P 0.55200 0.26938 -1.53932 0.22 -0.56 0.57
C 1.28135 1.79980 -0.93399 0.07 0.38 0.10
C 1.24031 2.97448 -1.68383 -0.01 0.06 0.01
C 1.85766 4.12410 -1.21145 0.01 -0.02 0.05
C 2.51010 4.11330 0.01578 -0.03 -0.02 -0.04
C 2.55164 2.94828 0.76895 -0.05 0.00 -0.08
C 1.94332 1.79514 0.29203 0.11 0.04 -0.03
C -0.83759 0.78503 -2.59618 -0.12 0.15 -0.37
C -2.11239 0.95346 -2.06864 -0.16 0.01 0.03
C -3.16571 1.40146 -2.85177 0.03 0.01 -0.11
C -2.96155 1.69206 -4.19402 0.04 -0.01 0.04
C -1.69500 1.53749 -4.74103 0.05 -0.05 0.13
C -0.64359 1.08882 -3.94862 -0.04 0.04 -0.05
C 1.75635 -0.39078 -2.72416 0.14 -0.41 0.00
C 1.37701 -1.39833 -3.61726 -0.03 -0.03 0.05
C 2.31371 -2.00577 -4.44020 0.06 0.10 0.06
C 3.64681 -1.61514 -4.37819 -0.05 -0.01 0.00
C 4.03820 -0.62534 -3.48907 -0.09 0.03 0.03
C 3.09968 -0.01933 -2.66083 -0.05 0.00 -0.08
H 0.71944 3.00712 -2.63373 0.01 -0.04 0.04
H 1.81932 5.03412 -1.79694 -0.01 -0.02 0.01
H 2.97611 5.01696 0.38903 0.00 -0.02 -0.02
H 3.04369 2.93633 1.73362 -0.02 -0.01 -0.04
H 1.97176 0.89001 0.87972 -0.01 -0.12 0.01
H -2.31145 0.74559 -1.02672 0.11 -0.08 0.21
H -4.14560 1.52435 -2.40798 0.02 -0.01 -0.01
H -3.78318 2.03917 -4.80910 0.03 -0.01 0.02
H -1.52002 1.76537 -5.78514 0.00 -0.01 0.03
H 0.33578 0.98052 -4.39781 -0.01 -0.01 0.04
H 0.34206 -1.71751 -3.67183 0.01 0.05 0.04
H 2.00727 -2.78402 -5.12780 -0.01 0.02 0.02
H 4.37942 -2.08443 -5.02358 -0.02 0.01 0.02
H 5.07682 -0.32272 -3.43592 -0.04 0.00 0.00
H 3.41900 0.75232 -1.97225 -0.02 0.00 0.03
I -2.70318 -2.79042 0.21025 -0.33 -0.05 -0.25
C -1.21078 -3.33734 1.54986 0.27 -0.22 0.22
C -0.87384 -4.67545 1.71046 0.04 0.09 0.02
C 0.14513 -4.96312 2.60310 0.00 -0.16 0.00
C 0.77486 -3.93436 3.28726 0.04 0.02 0.02
C 0.35392 -2.63997 3.05071 -0.09 0.15 -0.05
N -0.62881 -2.34993 2.19603 -0.12 -0.18 0.14
H -1.38356 -5.45189 1.15808 0.01 0.03 0.01
H 0.44774 -5.99105 2.76105 -0.01 0.02 -0.01
H 1.57728 -4.12665 3.98715 -0.04 -0.02 -0.03
H 0.80337 -1.78651 3.54784 0.01 -0.03 -0.01
```
Positions in Å, forces in eV/Å.

=====

Below is a gas-phase ion, C11H10NO2S (charge -1) in a non-equilibrium geometry, with properties calculated with ωB97M-V/def2-TZVPD.

As for the charge: -1. Its frontier orbital gap is 5.781 eV. As for the structure (SMILES): C[C@@H]([S-])[C@@H]1N=C(c2ccccc2)C(=O)O1. The multiplicity is 1.

```
25
Properties=species:S:1:pos:R:3:forces:R:3
C 0.80991 -3.15909 -2.60690 1.72 -1.56 -1.70
C 0.66831 -1.98355 -3.29322 -0.12 1.80 0.81
C 0.69491 -3.23264 -1.23000 -1.02 -1.02 0.02
C 0.31312 -0.82720 -2.56744 -1.36 -0.17 -0.45
C 0.40023 -2.11562 -0.51225 0.68 2.08 -1.16
C 0.20677 -0.84071 -1.17765 1.17 -1.76 -0.29
C -0.85685 1.71003 0.99108 0.39 0.62 2.24
C 0.42627 1.74931 -0.86032 -0.20 1.78 0.45
C -0.26598 2.13235 2.41087 -0.57 -0.20 0.25
C 0.01394 0.40295 -0.45182 -2.01 -2.12 1.17
C -1.08499 1.62937 3.62080 -1.96 0.95 -1.16
N -0.81631 0.38578 0.55935 1.76 0.19 -1.41
O -0.08574 2.51765 0.14381 0.00 0.29 -2.13
O 0.97410 2.21143 -1.83671 -0.21 -0.80 0.71
S 1.47448 1.88695 2.67187 0.37 -0.34 -0.24
H 1.27087 -4.00710 -3.16578 -0.78 0.40 0.51
H 0.93531 -1.73804 -4.31972 -0.27 -0.98 -0.07
H 0.71198 -4.19160 -0.67534 0.50 0.60 -0.61
H -0.11199 0.00454 -3.16767 1.06 -0.10 0.71
H 0.63877 -2.23737 0.50650 -0.65 0.64 1.44
H -1.89036 2.03698 1.01549 -0.35 0.24 -0.22
H -0.46133 3.19939 2.20839 0.04 -0.01 0.89
H -0.95191 0.59835 3.84969 0.68 -0.89 -0.05
H -2.23319 1.66242 3.37661 1.64 0.50 0.69
H -0.78032 2.20540 4.51037 -0.50 -0.11 -0.40
```
Positions in Å, forces in eV/Å.

=====

Energy above the lowest of the compared OMol25 structures with the same formula, charge and spin / kcal/mol: 0.0, 28.4, 17.9, 0.0